{"formula": "CH4FNP2", "method": "ωB97M-V with the def2-TZVPD basis set", "homo_energy_ev": [-5.63, -9.81], "mol_weight_da": 111.0, "max_force_ev_per_a": 6.275, "gap_ev": [5.11, 6.80], "e_above_lowest_kj_mol": 366.9, "multiplicity": 3, "symbols": ["C", "N", "F", "P", "P", "H", "H", "H", "H"], "coordinates": [[-0.720457, 0.722236, 0.727005], [-0.212937, 1.842026, 0.744040], [2.293448, -0.809226, 0.964993], [0.752865, -0.840059, -1.231217], [0.461171, -0.908036, 0.900845], [-0.759081, 2.614518, 0.351726], [0.716492, -2.170410, -1.490830], [-0.744181, -0.824839, -1.330123], [-1.787319, 0.373790, 0.363561]], "forces_ev_per_a": [[-2.0934, -5.8726, 0.7128], [-0.0400, 4.6182, -0.0901], [-3.0945, 0.4498, 0.6512], [-2.1728, 0.8736, -0.5518], [1.9612, 0.7181, -0.8796], [1.3117, 0.3151, -0.2391], [0.4401, -1.5946, -0.2820], [1.4639, 0.0510, -0.3590], [2.2238, 0.4414, 1.0376]], "lowdin_charge": [-0.636, 0.005, -0.522, 0.529, 0.757, 0.084, -0.205, -0.115, 0.103]}

=====

{"formula": "CH4FOPS", "method": "ωB97M-V with the def2-TZVPD basis set", "homo_energy_ev": [-10.03, -10.03], "mol_weight_da": 114.1, "max_force_ev_per_a": 5.326, "gap_ev": [8.26, 8.26], "e_above_lowest_kj_mol": 354.6, "multiplicity": 1, "symbols": ["C", "O", "F", "P", "S", "H", "H", "H", "H"], "coordinates": [[-0.244637, -0.251614, -0.688518], [1.091604, 0.002177, 1.793990], [1.367512, 2.531610, -0.579379], [1.274965, 0.143984, 0.280919], [2.926919, -0.642048, -0.367815], [-0.544368, 0.734897, -1.220940], [0.210392, -0.782365, -1.464254], [-0.984742, -0.749130, -0.108730], [0.786736, 0.795280, 2.181789]], "forces_ev_per_a": [[0.8007, 3.8067, -0.0577], [-0.0284, -0.5409, 1.0807], [-0.4111, -2.7589, 1.3905], [2.1864, 0.1562, -4.8537], [-1.5751, 0.9239, 0.6068], [0.0897, -1.4774, 1.3337], [0.3411, -1.4375, -1.1428], [-0.5930, -0.2980, 0.2776], [-0.8103, 1.6259, 1.3648]], "lowdin_charge": [-0.194, -0.194, -0.575, 0.426, 0.328, 0.095, 0.001, 0.040, 0.074]}

=====

{"formula": "CH4I2N2", "method": "ωB97M-V with the def2-TZVPD basis set", "homo_energy_ev": [-8.28, -8.28], "mol_weight_da": 297.9, "max_force_ev_per_a": 3.843, "gap_ev": [6.19, 6.19], "e_above_lowest_kj_mol": 358.0, "multiplicity": 1, "symbols": ["C", "N", "N", "I", "I", "H", "H", "H", "H"], "coordinates": [[1.167857, -0.122423, -0.187390], [0.391042, 1.000393, -0.197932], [-1.636678, -0.036857, 0.628920], [-2.892183, 1.346670, -0.063864], [-1.683956, -1.923576, -0.024670], [1.048768, -0.844422, -1.024757], [2.301121, 0.059264, -0.406214], [1.226428, -0.840407, 0.588112], [0.077601, 1.361361, 0.687798]], "forces_ev_per_a": [[3.2397, -1.6005, -1.3090], [-2.5504, -0.5483, -0.3432], [2.1822, 0.8090, -0.0838], [-0.6821, 0.1821, -0.4285], [-0.1058, 0.0413, -0.3448], [-0.7657, 0.7791, -0.5089], [-1.5236, 0.5297, 0.3000], [-0.3757, -0.0848, 1.9474], [0.5814, -0.1077, 0.7709]], "lowdin_charge": [-0.360, 0.032, -1.223, 0.625, 0.711, 0.049, 0.132, 0.030, 0.004]}

=====

{"formula": "CH4I2N2", "method": "ωB97M-V with the def2-TZVPD basis set", "homo_energy_ev": [-9.11, -9.11], "mol_weight_da": 297.9, "max_force_ev_per_a": 3.849, "gap_ev": [8.22, 8.25], "e_above_lowest_kj_mol": 219.6, "multiplicity": 1, "symbols": ["C", "N", "N", "I", "I", "H", "H", "H", "H"], "coordinates": [[0.680769, -0.660648, 0.674245], [-0.514539, 0.027397, 0.722048], [-0.983309, 0.934777, -1.143370], [0.719791, -2.622268, -0.329317], [0.617780, 2.063901, -1.643860], [1.070290, -0.667644, 1.668552], [1.578066, -0.086197, 0.041113], [-1.390073, -0.588186, 0.823813], [-1.778775, 1.598870, -0.813223]], "forces_ev_per_a": [[2.2708, 1.2187, -2.8582], [-2.3694, 0.6918, -0.9602], [-1.0887, -0.2138, 1.6442], [-0.0480, 0.2508, 0.4260], [-0.2616, -0.0480, 0.2445], [0.3318, -0.7407, 0.8093], [-2.5616, -1.0317, 1.5096], [1.7986, 0.9974, -0.5522], [1.9280, -1.1247, -0.2630]], "lowdin_charge": [-0.817, -0.097, -0.533, 0.594, 0.702, 0.039, 0.032, 0.091, -0.010]}

=====

{"formula": "CH4I2NOPS", "method": "ωB97M-V with the def2-TZVPD basis set", "homo_energy_ev": -9.45, "mol_weight_da": 362.9, "max_force_ev_per_a": 4.389, "gap_ev": 8.33, "e_above_lowest_kj_mol": 0.0, "multiplicity": 1, "symbols": ["C", "N", "O", "P", "S", "I", "I", "H", "H", "H", "H"], "coordinates": [[-1.479141, 0.436309, -0.211171], [-0.453888, -0.094824, 0.596196], [0.780143, -0.288760, -1.654526], [0.897096, -0.598935, -0.214731], [2.719628, -0.175401, 0.669314], [1.106459, -3.225103, 0.293656], [2.477372, 2.127482, 0.296072], [-1.244719, 1.279230, -0.992059], [-2.174533, -0.239212, -0.829219], [-2.028462, 1.096386, 0.409905], [-0.599954, -0.317177, 1.636559]], "forces_ev_per_a": [[-2.3617, 2.1748, -2.9921], [2.0081, -1.1715, 1.7636], [0.2349, -0.2774, 0.9225], [-0.4740, -1.8378, -0.7570], [-0.3631, -0.3925, 0.2800], [-0.1153, 1.5801, -0.2560], [0.1838, 0.8107, -0.0093], [0.8496, -1.8959, 1.2194], [1.1542, 0.4231, 1.3776], [-1.3119, 0.0665, 0.9572], [0.1954, 0.5198, -2.5059]], "lowdin_charge": [-0.222, -0.279, -0.422, -0.132, -0.067, 0.243, 0.442, 0.117, 0.111, 0.057, 0.153]}

=====

{"formula": "CH4IN", "method": "ωB97M-V with the def2-TZVPD basis set", "smiles": "CNI", "homo_energy_ev": -9.11, "mol_weight_da": 157.0, "max_force_ev_per_a": 2.924, "gap_ev": 9.19, "e_above_lowest_kj_mol": 19.0, "multiplicity": 1, "symbols": ["C", "N", "I", "H", "H", "H", "H"], "coordinates": [[0.025011, 0.165443, 0.641975], [0.554800, 0.058075, -0.662221], [-0.003558, -1.624137, -1.681344], [0.471729, -0.417330, 1.462284], [0.141585, 1.248955, 0.817537], [-1.051350, -0.065278, 0.643735], [-0.138217, 0.634272, -1.221965]], "forces_ev_per_a": [[-1.3898, 0.6473, 1.6439], [-0.6938, 0.7421, -2.7424], [0.1066, -1.1313, -0.1074], [0.3368, 0.1351, -0.6752], [-0.0996, -0.3819, 0.6711], [0.0637, 0.1018, 0.3698], [1.6761, -0.1131, 0.8401]], "lowdin_charge": [-0.328, -0.611, 0.717, 0.079, 0.086, 0.053, 0.003]}

=====

{"formula": "CH4INO2S", "method": "ωB97M-V with the def2-TZVPD basis set", "homo_energy_ev": -9.96, "mol_weight_da": 221.0, "max_force_ev_per_a": 3.171, "gap_ev": 9.39, "e_above_lowest_kj_mol": 57.0, "multiplicity": 1, "symbols": ["C", "N", "O", "O", "S", "I", "H", "H", "H", "H"], "coordinates": [[-1.993628, 0.669657, 1.218940], [-1.210280, 0.484026, 0.202626], [0.726550, -2.506398, 0.404613], [1.385891, -1.410234, -1.627235], [1.126709, -1.276754, -0.205591], [3.492289, 1.388821, -0.858446], [-2.921235, 1.208288, 1.266949], [2.695962, 0.437141, -1.819969], [-1.651592, 0.350911, 2.150766], [-1.650667, 0.654541, -0.732657]], "forces_ev_per_a": [[1.5557, 0.3229, -2.7447], [-1.9321, -0.5043, 0.5502], [-0.2112, 0.1133, 0.5892], [-0.1895, 0.6387, 0.6839], [0.2230, -0.8760, -1.1148], [0.5384, 0.6513, 0.4781], [-0.7329, 0.0232, -0.6253], [-0.3697, -0.4508, -0.5358], [0.8126, -0.4567, 1.5589], [0.3059, 0.5384, 1.1604]], "lowdin_charge": [-0.081, -0.010, -0.426, -0.485, 0.771, 0.452, 0.061, -0.388, 0.038, 0.067]}

=====

{"formula": "CH4INS", "method": "ωB97M-V with the def2-TZVPD basis set", "smiles": "CN(S)I", "homo_energy_ev": -8.70, "mol_weight_da": 189.0, "max_force_ev_per_a": 5.561, "gap_ev": 8.00, "e_above_lowest_kj_mol": 210.2, "multiplicity": 1, "symbols": ["C", "N", "S", "I", "H", "H", "H", "H"], "coordinates": [[-0.616546, 0.821357, -0.180807], [0.463605, -0.332732, 0.305669], [-0.038332, -1.827619, -0.128261], [2.501129, 0.354349, -0.061761], [-0.458251, 1.843578, 0.111784], [-0.455050, 0.861097, -1.218746], [-1.543250, 0.316978, 0.059072], [0.146693, -2.037008, 1.113051]], "forces_ev_per_a": [[2.1573, -2.7865, 0.3015], [-0.4052, 5.5381, -0.3087], [-0.0312, -0.6658, -1.6304], [-1.2594, -0.5094, -0.0588], [0.2644, 0.0064, 1.2291], [-0.3056, -0.1238, -1.6430], [-0.2735, 0.5456, 0.1717], [-0.1469, -2.0048, 1.9386]], "lowdin_charge": [-0.165, -1.049, 0.661, 0.590, 0.051, 0.022, 0.043, -0.153]}

=====

{"formula": "CH4INS", "method": "ωB97M-V with the def2-TZVPD basis set", "homo_energy_ev": -8.13, "mol_weight_da": 189.0, "max_force_ev_per_a": 6.379, "gap_ev": 7.51, "e_above_lowest_kj_mol": 341.4, "multiplicity": 1, "symbols": ["C", "N", "S", "I", "H", "H", "H", "H"], "coordinates": [[1.409845, 0.178743, 0.040735], [-1.201724, 0.175700, -0.657747], [-0.307971, 0.762738, 0.516090], [-3.131987, 0.071275, 0.031083], [1.505346, 0.150629, -1.151735], [1.500082, -0.846439, 0.456426], [2.136863, 0.934596, 0.466103], [-1.539284, 0.942236, -1.945101]], "forces_ev_per_a": [[-0.4585, 0.2083, -1.6406], [-2.9515, 0.0521, -5.6548], [3.0444, 1.7862, 1.6551], [-0.3230, -0.2108, 0.0011], [-0.2567, 0.1260, 2.7256], [0.3733, 0.7545, -0.3598], [-0.8187, -1.0758, -0.4436], [1.3907, -1.6405, 3.7170]], "lowdin_charge": [-0.374, -1.131, 0.535, 0.669, 0.079, 0.020, 0.035, 0.166]}

=====

{"formula": "CH4IOP", "method": "ωB97M-V with the def2-TZVPD basis set", "homo_energy_ev": [-8.12, -8.11], "mol_weight_da": 189.9, "max_force_ev_per_a": 3.416, "gap_ev": [7.91, 7.40], "e_above_lowest_kj_mol": 397.3, "multiplicity": 1, "symbols": ["C", "O", "P", "I", "H", "H", "H", "H"], "coordinates": [[-0.151162, -0.731626, 0.125325], [0.720568, -0.154108, 0.928040], [2.181883, 0.398974, 1.079462], [0.324021, -1.162051, -1.850668], [-0.788675, -1.481269, 0.573730], [-2.163356, 1.541712, -0.332897], [-2.739833, 1.201453, -0.054081], [2.616553, 0.386916, -0.468910]], "forces_ev_per_a": [[0.4225, -0.0972, -0.2347], [-2.1213, -1.2955, -0.0840], [2.4323, 0.9586, -2.1987], [0.0808, 0.1648, 0.0992], [-0.1353, 0.2925, 0.2250], [0.4996, 0.3012, -0.2469], [-0.5225, -0.2779, 0.2426], [-0.6560, -0.0466, 2.1976]], "lowdin_charge": [-0.767, -0.721, 0.768, 0.773, 0.031, 0.018, 0.024, -0.125]}